Below is 9 unconnected molecules or ions with the total composition C11H44N3O8 at a distorted geometry, with properties calculated with ωB97M-V/def2-TZVPD.

Output
Lowest unoccupied orbital energy, Ha: -0.1021
Frontier orbital gap, eV: 9.002
Charge: +1
Electronic energy, Eh: -1211.4255

Each line ends with the Mulliken charge.
Cartesian coordinates (Å):
O: -4.0215 -2.9548 0.6573  -0.68
O: -3.0997 0.0671 -2.1053  -0.66
O: -1.9296 2.6234 2.3440  -0.59
O: 3.6582 -1.4287 -0.1561  -0.38
O: -3.3110 -3.0155 -1.9558  -0.61
O: 2.8766 3.7956 0.0944  -0.41
O: 0.5986 -2.2628 -3.5470  -0.62
O: -1.6331 -2.0961 1.9754  -0.57
N: -1.1118 -1.2047 -0.5076  0.54
N: 0.5887 -3.6239 -0.1632  -0.52
N: 0.4542 1.0158 0.8408  -0.37
C: 1.3034 1.8139 0.0492  1.76
C: 2.5585 -3.9217 1.2989  -1.60
C: 4.1373 3.0645 -0.1213  -0.35
C: 4.4065 -0.6555 -1.1336  -0.77
C: -3.2804 2.2900 0.3981  -1.02
C: -3.4659 4.4532 1.8176  -1.41
C: 2.5743 -2.2416 -0.6844  -0.22
C: -2.5531 3.3226 1.3097  0.71
C: 1.9217 3.0301 0.8507  -0.75
C: 1.7640 -2.9304 0.3950  0.52
C: 0.5204 2.2106 -1.1572  -1.33
H: 1.3831 -2.1050 0.9964  0.00
H: 1.0906 3.7019 1.0654  0.23
H: 1.9330 -1.7316 -1.4032  -0.07
H: 2.0951 1.1386 -0.2750  -0.96
H: -4.5023 -2.6272 1.4174  0.30
H: 5.1856 -0.1049 -0.6064  0.33
H: -3.1037 -2.9380 0.9283  0.36
H: -3.0840 5.1370 2.5756  0.38
H: 3.7446 0.1231 -1.5128  0.15
H: -3.9071 -0.3381 -1.7890  0.26
H: 4.7603 3.6776 -0.7723  0.34
H: -2.6319 1.5333 -0.0433  0.10
H: 0.7494 -3.0622 -3.0426  0.31
H: -4.2426 3.9224 2.3681  0.37
H: -4.1400 1.8290 0.8845  0.45
H: 3.3866 -3.3503 1.7180  0.38
H: -1.9622 -1.3902 2.5319  0.24
H: -3.8871 5.1429 1.0861  0.34
H: 4.0094 2.1160 -0.6430  -0.09
H: -1.3735 -2.7838 2.5885  0.26
H: 0.9210 0.6792 1.6708  0.27
H: -0.4379 2.6921 -0.9623  0.11
H: 4.7752 -1.1138 -2.0512  0.34
H: -1.3342 3.2751 2.7212  0.36
H: 4.5812 2.8266 0.8454  0.30
H: -4.0727 -2.8065 -2.4964  0.29
H: -0.5228 -1.9827 -0.7682  0.29
H: -1.5339 -1.5426 0.3455  0.01
H: -0.4681 -0.4553 -0.2978  -0.15
H: 0.0214 -4.0689 0.5441  0.21
H: 2.4062 2.6886 1.7654  0.47
H: 2.9356 -4.7899 0.7583  0.37
H: 0.3878 1.2971 -1.7367  0.36
H: 3.0110 -3.0789 -1.2287  0.54
H: 0.8896 -4.3478 -0.8000  0.24
H: 1.9356 -4.2018 2.1484  0.43
H: -1.7799 -0.9218 -1.2103  0.47
H: 1.4755 -1.9256 -3.7302  0.30
H: -3.3895 0.6943 -2.7678  0.27
H: -0.2722 1.6187 1.2002  -0.09
H: -3.6806 -3.2942 -1.1179  0.36
H: -1.6961 3.6880 0.7438  0.04
H: -3.6519 2.8009 -0.4902  0.34
H: 1.0402 3.0275 -1.6577  0.49